Here is a structure of composition C18H28N4O9P2STa from the OMol25 dataset. Energies are from ωB97M-V/def2-TZVPD.

Molecular weight in g/mol: 719.40
E_LUMO in Eh: -0.1216
HOMO-LUMO gap in eV: 7.708

Structure (ORCA input):
```
! RIJCOSX wB97M-V def2-TZVPD def2/J DEFGRID3
* xyz 1 1
Ta 0.61514 0.48154 0.11837
C 0.95015 1.23313 -3.16506
C 2.31118 1.49261 -2.54999
N 2.52203 0.61953 -1.37837
C 3.19907 -0.65659 -1.67319
C 2.26248 -1.65536 -2.32645
S 0.71780 -1.78607 -1.37002
C -0.56216 -1.47741 -2.62768
C -1.05989 -0.02417 -2.70967
N -0.08732 0.93517 -2.14957
H 0.64621 2.08439 -3.77656
H 1.00173 0.37650 -3.83623
H 3.08943 1.32697 -3.29914
H 2.38700 2.51926 -2.20875
H 3.11117 1.12663 -0.72483
H 4.06633 -0.49234 -2.31832
H 3.55907 -1.05555 -0.72708
H 2.01172 -1.38292 -3.34933
H 2.72246 -2.64149 -2.34920
H -0.14541 -1.83656 -3.56781
H -1.39027 -2.13872 -2.37681
H -1.25616 0.22456 -3.75559
H -1.99154 0.07932 -2.16926
H -0.60345 1.78881 -1.90838
C 4.07504 -0.05402 2.52699
C 2.72969 -0.55151 2.13702
O 2.27759 -0.03776 0.99013
C 2.00568 -1.44401 2.83382
C 0.66772 -1.83297 2.48235
C 0.01572 -2.88450 3.32519
N 0.02511 -1.26179 1.50656
N -1.30466 -1.69232 1.40326
C -1.93536 -0.93779 0.59198
O -1.28836 0.01675 -0.08429
C -3.38199 -1.03935 0.34633
C -4.05177 0.02018 -0.26068
C -5.41923 -0.06501 -0.47695
C -6.11165 -1.20468 -0.09526
C -5.44237 -2.26013 0.51346
C -4.08012 -2.17983 0.74051
H 4.01759 1.02611 2.66978
H 4.41091 -0.52504 3.44733
H 4.79806 -0.25678 1.73334
H 2.43392 -1.87127 3.72694
H 0.72017 -3.27516 4.05377
H -0.84997 -2.46624 3.83901
H -0.35700 -3.69439 2.69953
H -3.50747 0.91766 -0.52746
H -5.94463 0.76159 -0.93600
H -7.17801 -1.27106 -0.26611
H -5.98657 -3.14566 0.81317
H -3.54790 -2.99099 1.21881
O 0.47808 4.84655 -0.63236
P 0.12880 3.48348 0.07255
O -1.15377 2.92415 -0.38453
O 1.28446 2.46868 -0.18398
O 0.24123 3.82251 1.63535
P 0.76982 2.58699 2.58824
O -0.07119 2.79241 3.89957
O 0.14788 1.35105 1.84751
O 2.20782 2.59167 2.81110
H 1.12732 5.38969 -0.16595
H -1.02738 2.80155 3.75886
*
```